Density functional theory data (ωB97M-V with the def2-TZVPD basis set) for a cluster of 2 separate species, C21H44Br2Cl2F2N6O5PSSi in total at a distorted geometry.

Frontier orbital gap in Ha: 0.2571
Calculated total energy in a.u.: -8827.991176
Net charge: +1
HOMO level in eV: -11.3

Last column: Mulliken charge in e.
Positions of all 85 atoms, in Å:
Br1 1.230 7.894 4.451  -0.1332
Br2 1.074 7.997 0.765  -0.1225
Cl1 -0.443 2.923 -1.751  -0.1482
Cl2 0.374 4.248 2.446  -0.0605
S1 -1.136 1.242 1.897  0.8464
P1 1.977 -2.030 1.451  -0.1570
Si1 -4.798 -1.778 1.031  0.6052
F1 0.821 -2.545 -5.934  -0.3093
F2 -0.041 1.255 3.162  -0.2584
O1 -2.101 2.332 2.171  -0.5187
O2 2.813 -3.505 1.620  -0.5505
O3 -1.870 -0.032 1.997  -0.3145
O4 4.506 -3.142 -2.460  -0.5912
O5 -3.667 -1.205 -0.142  -0.4610
N1 6.333 -1.868 -0.587  -0.6244
N2 1.132 0.186 -1.306  0.9534
N3 0.743 -1.979 2.730  -0.3521
N4 2.119 1.051 -1.738  -0.7604
N5 -0.159 1.465 0.497  0.5248
N6 -0.063 -1.030 0.121  0.8139
C1 -0.090 4.122 0.684  -0.4086
C2 0.294 0.380 -0.186  -1.6324
C3 -4.885 -0.726 2.632  -0.8761
C4 0.531 -3.434 -0.475  -0.0988
C5 0.276 2.782 -0.047  0.4403
C6 -0.085 -4.191 0.556  -1.3161
C7 5.221 -2.760 -0.164  -0.6807
C8 1.167 -1.271 -5.426  -0.5393
C9 -6.554 -1.628 0.233  -1.0504
C10 1.731 -1.749 -2.947  -1.5439
C11 1.802 -1.181 -1.455  1.5537
C12 0.669 -1.047 -3.908  -0.1104
C13 -1.261 -1.154 -0.815  0.5065
C14 0.297 9.139 3.276  -0.5869
C15 3.397 -1.240 -1.183  -1.6796
C16 3.965 -2.742 -1.173  0.1463
C17 -2.461 -2.004 -0.204  -0.6964
C18 -4.572 -3.595 1.566  -0.9113
C19 1.072 -1.948 -0.263  0.6953
C20 -1.554 4.726 0.359  -1.0172
C21 -0.295 8.429 2.084  -0.5318
H1 -5.070 -4.276 0.807  0.2904
H2 -4.022 -0.968 3.343  0.2349
H3 -2.341 3.925 0.244  0.2753
H4 1.009 9.915 3.005  0.3935
H5 5.617 -3.831 -0.188  0.3299
H6 2.207 -4.093 2.112  0.3369
H7 -1.662 -0.103 -0.994  0.5183
H8 -0.491 9.574 3.893  0.3522
H9 -5.849 -0.847 3.207  0.3614
H10 -6.893 -0.546 0.394  0.2807
H11 -1.518 5.272 -0.643  0.3602
H12 -0.734 -3.749 1.359  0.1802
H13 -0.989 -1.620 -1.808  -0.3506
H14 2.269 -1.010 -5.541  0.3334
H15 3.985 -0.727 -2.018  0.5267
H16 -3.494 -3.914 1.722  0.1979
H17 4.043 -3.955 -2.741  0.4192
H18 -4.716 0.354 2.314  0.1995
H19 -2.616 -2.980 -0.755  0.3860
H20 6.337 -1.061 0.052  0.2943
H21 1.227 -1.606 3.558  0.3293
H22 2.739 -1.647 -3.473  0.7672
H23 -0.322 -1.603 -3.852  0.2099
H24 0.607 -0.482 -6.035  0.3354
H25 -0.998 9.079 1.562  0.3948
H26 1.416 2.764 -0.078  0.2980
H27 -1.853 5.516 1.124  0.2790
H28 -2.179 -2.229 0.881  0.0551
H29 -5.099 -3.807 2.559  0.3716
H30 0.575 0.071 -3.797  0.1605
H31 -0.793 7.496 2.344  0.2567
H32 0.458 -2.939 2.988  0.2664
H33 4.932 -2.445 0.890  0.2608
H34 0.553 -3.977 -1.476  0.2090
H35 -6.544 -1.792 -0.884  0.2826
H36 2.707 1.470 -1.020  0.2488
H37 6.244 -1.545 -1.553  0.2866
H38 1.854 1.699 -2.482  0.2059
H39 0.172 -5.295 0.565  0.3419
H40 0.587 4.908 0.195  0.2590
H41 -7.261 -2.335 0.782  0.2889
H42 3.197 -3.520 -0.889  0.5809
H43 1.510 -2.869 -2.994  0.0014
H44 3.691 -0.657 -0.244  0.3461